{
  "formula": "C2H4N2O",
  "method": "ωB97M-V/def2-TZVPD",
  "homo_lumo_gap_ev": [7.5968, 11.0933],
  "e_lumo_ev": [0.39, -0.09],
  "multiplicity": 3,
  "e_above_lowest_kcal_mol": 29.76,
  "e_homo_ev": [-7.20, -11.18],
  "symbols": ["C", "C", "N", "N", "O", "H", "H", "H", "H"],
  "positions_angstrom": [[1.008079, 0.863507, 0.484387], [-0.773430, -0.932251, 0.464288], [1.034536, 1.590869, -2.238755], [0.151568, 0.132341, 0.104706], [0.088553, 0.864896, -2.155841], [1.497936, 1.292907, 1.488004], [-1.453718, -1.214528, -0.287751], [-0.209792, -1.793001, 0.709420], [-1.343731, -0.804740, 1.431542]],
  "forces_ev_per_a": [[1.219, 1.483, 1.865], [0.094, 0.691, 2.312], [-3.270, -2.497, 0.389], [-0.898, -1.080, 0.587], [3.184, 2.649, -1.126], [-1.071, -1.130, -1.751], [-0.670, 0.201, -1.186], [0.949, -1.002, -0.106], [0.462, 0.684, -0.983]],
  "mulliken_charge": [0.0280, -0.7817, 0.0282, -0.2511, -0.1659, 0.2424, 0.2615, 0.3430, 0.2955]
}